[1]
Below is a single C20H18ClN3O2S molecule in a non-equilibrium geometry, with properties calculated with ωB97M-V with the def2-TZVPD basis set.

Energy relative to the best compared isomer or geometry (same formula, charge and spin), kcal per mole: 0.00
M, g/mol: 399.9
SMILES string: Cc1ccc(-c2csc(NC(=O)CCNC(=O)c3ccc(Cl)cc3)n2)cc1

Each line ends with the Mulliken charge.
Element x y z (Å)
1 C 1.155 0.250 7.008  -1.4108
2 C 1.373 -0.420 5.687  0.9342
3 C 2.085 -1.611 5.602  -0.7029
4 C 2.308 -2.223 4.385  -0.8367
5 C 1.820 -1.655 3.209  0.9497
6 C 2.038 -2.270 1.907  -0.1500
7 C 2.556 -3.510 1.659  -0.5097
8 S 2.641 -3.828 -0.031  -0.2451
9 C 1.954 -2.221 -0.295  0.5083
10 N 1.753 -1.802 -1.580  -0.0689
11 C 1.266 -0.604 -2.057  0.4336
12 O 1.197 -0.449 -3.258  -0.6839
13 C 0.840 0.405 -1.028  -0.1777
14 C 0.559 1.782 -1.644  -1.3389
15 N -0.430 1.722 -2.689  -0.1701
16 C -1.730 2.026 -2.480  0.3509
17 O -2.139 2.508 -1.439  -0.6664
18 C -2.627 1.778 -3.650  0.5102
19 C -2.410 0.756 -4.570  -0.2821
20 C -3.285 0.568 -5.624  -0.8710
21 C -4.380 1.407 -5.763  0.4237
22 Cl -5.464 1.178 -7.088  -0.2143
23 C -4.620 2.420 -4.847  -0.6186
24 C -3.746 2.594 -3.793  -0.3883
25 N 1.705 -1.571 0.779  -0.2914
26 C 1.108 -0.458 3.291  -0.5368
27 C 0.889 0.145 4.513  -0.6710
28 H 1.144 -0.477 7.817  0.3776
29 H 0.218 0.802 7.013  0.3658
30 H 1.962 0.958 7.202  0.2701
31 H 2.471 -2.065 6.504  0.3680
32 H 2.871 -3.144 4.349  0.2445
33 H 2.880 -4.258 2.352  0.4116
34 H 2.016 -2.460 -2.305  0.2623
35 H -0.063 0.023 -0.544  0.3424
36 H 1.607 0.483 -0.258  0.4467
37 H 1.483 2.194 -2.060  0.3395
38 H 0.175 2.452 -0.871  0.4730
39 H -0.143 1.239 -3.527  0.2369
40 H -1.574 0.080 -4.463  0.4302
41 H -3.122 -0.226 -6.336  0.4199
42 H -5.482 3.059 -4.961  0.4176
43 H -3.915 3.367 -3.059  0.4381
44 H 0.726 -0.016 2.385  0.5034
45 H 0.333 1.071 4.558  0.3764

=====

[2]
Below is a single C6H10N2S2 molecule in a non-equilibrium geometry, with properties calculated with ωB97M-V with the def2-TZVPD basis set.

Energy relative to the best compared isomer or geometry (same formula, charge and spin), kcal per mole: 86.69
M, g/mol: 174.3

Each line ends with the Mulliken charge.
Element x y z (Å)
1 C 1.278 -1.058 -0.216  -0.1609
2 C -0.129 -1.784 1.419  0.2259
3 C 0.249 0.043 -0.480  1.5936
4 C 0.703 1.410 0.151  -1.7337
5 C 0.021 0.332 -1.990  -1.4241
6 C -1.862 0.541 0.792  -0.9536
7 N 1.009 -1.860 0.823  0.0006
8 N -1.005 -0.353 0.090  -0.4837
9 S 2.683 -1.199 -0.950  -0.3243
10 S -0.858 -2.295 2.691  -0.2961
11 H 1.706 1.596 -0.089  0.4941
12 H 0.599 1.429 1.304  0.3012
13 H 0.370 2.296 -0.336  0.4793
14 H 1.086 0.247 -2.381  0.3495
15 H -0.534 1.358 -2.218  0.3093
16 H -0.579 -0.560 -2.425  0.3397
17 H -1.581 0.559 1.805  0.3755
18 H -1.713 1.595 0.467  0.3327
19 H -2.979 0.413 0.689  0.2695
20 H 1.537 -2.713 0.853  0.3057

=====

[3]
Below is a single HN2O3P molecule in a non-equilibrium geometry, with properties calculated with ωB97M-V with the def2-TZVPD basis set.

Energy relative to the best compared isomer or geometry (same formula, charge and spin), kcal per mole: 25.21
M, g/mol: 108.0
⟨S²⟩: 2.05
Multiplicity: 3

Each line ends with the Mulliken charge.
Element x y z (Å)
1 N 0.791 1.892 0.149  0.1775
2 N -0.890 -1.416 -0.141  0.7318
3 O -0.097 -2.278 0.139  -0.4059
4 O 0.586 3.078 0.160  -0.3786
5 O -2.023 -1.517 -0.438  -0.4340
6 P 0.207 0.426 0.173  0.2613
7 H 1.426 -0.184 -0.043  0.0479

=====

[4]
Below is a molecular structure, C15H26N6SW in a non-equilibrium geometry, with properties calculated with ωB97M-V with the def2-TZVPD basis set.

Energy relative to the best compared isomer or geometry (same formula, charge and spin), kcal per mole: 12.90
M, g/mol: 506.3
⟨S²⟩: 2.02
Total charge: +4
Multiplicity: 3

Each line ends with the Mulliken charge.
Element x y z (Å)
1 W 0.022 0.386 -0.500  1.5557
2 C 1.314 2.559 -1.939  -0.6833
3 C 1.982 1.239 -2.359  -0.7128
4 N 2.078 0.317 -1.195  -0.4891
5 C 2.415 -1.085 -1.564  -0.9280
6 C 1.181 -1.882 -1.933  0.7134
7 C 1.208 -3.119 -2.556  -1.0067
8 C -0.004 -3.746 -2.852  -0.3043
9 C -1.210 -3.090 -2.609  -0.8864
10 C -1.183 -1.846 -1.997  0.6169
11 C -2.412 -0.983 -1.789  -0.8520
12 N -2.163 0.247 -0.958  -0.3116
13 C -2.379 1.532 -1.695  -0.9253
14 C -1.082 1.981 -2.387  -0.3845
15 N -0.042 2.313 -1.368  -0.5308
16 N -0.003 -1.306 -1.607  -0.0990
17 H 1.263 3.237 -2.801  0.4607
18 H 1.924 3.055 -1.172  0.3826
19 H 2.970 1.472 -2.776  0.5041
20 H 1.416 0.736 -3.160  0.3374
21 H 2.834 0.658 -0.588  0.4435
22 H 2.919 -1.569 -0.714  0.4480
23 H 3.127 -1.114 -2.402  0.5525
24 H 2.143 -3.600 -2.814  0.5564
25 H -0.010 -4.732 -3.301  0.5007
26 H -2.147 -3.541 -2.908  0.5575
27 H -3.203 -1.596 -1.338  0.6173
28 H -2.785 -0.699 -2.782  0.3748
29 H -2.861 0.215 -0.208  0.3504
30 H -2.702 2.300 -0.980  0.4190
31 H -3.180 1.441 -2.440  0.4787
32 H -1.292 2.849 -3.028  0.5243
33 H -0.713 1.175 -3.046  0.2783
34 H -0.333 3.179 -0.880  0.4077
35 C 1.810 -0.798 4.478  -0.8540
36 N 0.560 -0.117 4.338  0.1002
37 C -0.289 0.162 5.487  -0.5795
38 C -1.449 0.980 4.903  -0.5152
39 N -1.127 1.005 3.485  -0.0639
40 C 0.024 0.387 3.245  0.6620
41 S 0.881 0.335 1.703  -0.3344
42 H 1.762 -1.496 5.314  0.3599
43 H 2.617 -0.091 4.707  0.3686
44 H 2.070 -1.346 3.573  0.3200
45 H 0.274 0.703 6.256  0.3834
46 H -0.624 -0.776 5.951  0.3714
47 H -1.509 1.996 5.307  0.3334
48 H -2.429 0.517 5.072  0.3319
49 H -1.660 1.555 2.828  0.1501

=====

[5]
Below is 12 unconnected molecules or ions with the total composition C3H29NO11 in a non-equilibrium geometry, with properties calculated with ωB97M-V with the def2-TZVPD basis set.

Energy relative to the best compared isomer or geometry (same formula, charge and spin), kcal per mole: 84.57
M, g/mol: 255.3
SMILES string: C=CNC.O.O.O.O.O.O.O.O.O.O.O

Each line ends with the Mulliken charge.
Element x y z (Å)
1 C -1.139 -1.973 -1.179  -1.0950
2 C -0.480 -0.855 -0.853  0.4002
3 N -1.006 0.023 0.096  -0.0282
4 C -0.766 1.460 -0.116  -0.6203
5 H -2.177 -2.187 -0.960  0.3028
6 H -0.548 -2.696 -1.741  0.2129
7 H 0.528 -0.525 -1.150  -0.0018
8 H -1.959 -0.188 0.363  0.1793
9 H 0.325 1.595 -0.059  0.1451
10 H -1.027 1.785 -1.128  0.3016
11 H -1.330 2.085 0.566  0.2487
12 O 0.769 -2.497 1.762  -0.5965
13 H 1.615 -2.065 1.608  0.2997
14 H 0.582 -2.857 0.886  0.2978
15 O -1.283 0.804 3.020  -0.6565
16 H -0.845 0.404 2.254  0.3785
17 H -0.609 1.277 3.513  0.3043
18 O -4.361 -1.980 2.005  -0.6715
19 H -4.535 -1.036 2.079  0.2784
20 H -3.741 -2.052 2.760  0.4037
21 O 1.358 1.743 2.825  -0.5426
22 H 1.895 1.369 3.524  0.2637
23 H 1.961 1.763 2.071  0.2613
24 O 2.653 -2.790 -1.025  -0.5686
25 H 3.498 -2.318 -1.040  0.3009
26 H 2.977 -3.631 -0.678  0.2745
27 O -0.505 1.231 -4.764  -0.6403
28 H -1.042 0.445 -4.724  0.3038
29 H -1.006 2.017 -4.548  0.3026
30 O 1.716 -1.611 -3.579  -0.6564
31 H 1.660 -2.304 -2.900  0.3019
32 H 2.592 -1.243 -3.781  0.2952
33 O 2.820 1.728 -0.346  -0.6225
34 H 3.721 2.007 -0.516  0.2692
35 H 2.418 1.205 -1.058  0.2735
36 O -2.211 -1.514 3.706  -0.6935
37 H -2.229 -0.562 3.901  0.3718
38 H -1.413 -1.580 3.165  0.3063
39 O 1.363 1.214 -2.949  -0.4875
40 H 1.151 0.468 -3.524  0.3608
41 H 1.433 1.912 -3.603  0.2189
42 O -1.049 4.258 2.296  -0.6395
43 H -1.369 3.350 2.248  0.3405
44 H -0.402 4.321 1.574  0.3224

=====

[6]
Below is 3 unconnected molecules or ions with the total composition C4H14N2O2, with properties calculated with ωB97M-V with the def2-TZVPD basis set.

Energy relative to the best compared isomer or geometry (same formula, charge and spin), kcal per mole: 26.54
M, g/mol: 122.2
SMILES string: N/C=C/CCN.O.O

Each line ends with the Mulliken charge.
Element x y z (Å)
1 N -2.786 -0.262 -0.521  -0.5098
2 C -1.663 0.471 -0.158  0.1451
3 C -0.585 0.618 -0.940  -0.7146
4 C 0.686 1.283 -0.472  -0.9123
5 C 1.249 0.684 0.840  -0.6257
6 N 1.190 -0.776 0.947  -0.5315
7 H -3.640 -0.082 -0.019  0.2316
8 H -2.961 -0.267 -1.514  0.2130
9 H -1.592 0.845 0.857  0.4435
10 H -0.696 0.345 -1.988  0.3298
11 H 0.496 2.336 -0.244  0.3891
12 H 1.457 1.311 -1.230  0.4620
13 H 0.714 1.093 1.700  0.3286
14 H 2.281 1.028 0.880  0.3758
15 H 2.073 -1.248 0.853  0.2404
16 H 0.477 -1.158 0.339  0.2737
17 O -1.146 -0.974 2.884  -0.7047
18 H -0.607 -0.716 2.118  0.3301
19 H -1.048 -1.930 2.903  0.2956
20 O 2.183 -0.533 -2.536  -0.6415
21 H 1.732 -0.692 -1.693  0.2898
22 H 2.186 -1.374 -3.006  0.2920